This record from the Open Molecules 2025 dataset describes C27H33N2Pt as an isolated structure. The level of theory is wB97M-V/def2-TZVPD.

Structure (ORCA input):
```
! wB97M-V def2-TZVPD RIJCOSX def2/J DEFGRID3
* xyz 1 5
C -0.556 1.918 1.428
C -1.304 1.926 0.245
C -0.454 1.891 -0.867
C 0.938 1.846 -0.415
C 0.859 1.883 1.102
Pt 1.551 0.010 0.411
C 2.762 -2.500 -2.080
C 2.681 -2.430 -0.723
H 2.134 -3.249 -0.195
C 3.154 -1.300 0.129
H 3.991 -0.701 -0.264
H 3.332 -1.744 1.111
C 1.986 -3.635 -2.786
H 1.249 -4.007 -2.033
H 1.504 -3.250 -3.719
H 2.594 -4.516 -3.094
C 2.572 -1.168 -2.840
H 2.033 -0.498 -2.106
H 3.536 -0.639 -2.996
H 2.000 -1.328 -3.789
C -2.786 2.112 0.203
H -3.283 1.492 0.961
H -3.066 3.160 0.409
H -3.197 1.831 -0.770
C -0.892 2.091 -2.264
H -1.691 1.387 -2.528
H -1.284 3.105 -2.446
H -0.069 1.920 -2.964
C 2.042 2.522 -1.150
H 1.977 2.303 -2.220
H 2.014 3.614 -1.037
H 3.008 2.157 -0.789
C 1.898 2.539 1.941
H 2.878 2.138 1.671
H 1.905 3.631 1.824
H 1.730 2.325 3.003
C -1.102 2.137 2.784
H -0.367 1.873 3.552
H -1.392 3.189 2.947
H -2.001 1.529 2.962
C -3.225 -0.896 -1.312
C -2.055 -1.157 -2.057
C -4.511 -0.637 -1.574
C -2.453 -1.032 -3.431
H -1.012 -1.479 -1.925
C -4.836 -0.496 -2.983
H -5.255 -0.567 -0.793
C -3.744 -0.682 -3.833
H -1.695 -1.175 -4.207
H -5.797 -0.191 -3.427
H -3.883 -0.480 -4.897
N -0.393 -2.415 7.171
C -0.124 -2.067 6.087
C 0.239 -1.641 4.758
C 1.571 -1.341 4.473
C 1.904 -0.923 3.192
N 0.959 -0.812 2.233
C -0.327 -1.150 2.475
C -0.726 -1.538 3.750
H 2.358 -1.397 5.224
H 2.922 -0.674 2.889
H -1.022 -1.078 1.632
H -1.780 -1.735 3.943
*
```

Summary:
Relative energy (zero: lowest compared OMol25 entry of this formula, charge and spin) ... 28.3 kcal/mol
HOMO-LUMO gap (alpha / beta) ... 6.46 / 5.71 eV
E_tot ... -34747.3791 eV
⟨S²⟩ ... 6.056



This record from the Open Molecules 2025 dataset describes C27H33N5O2RhS as an isolated structure. The level of theory is wB97M-V/def2-TZVPD.

Structure (ORCA input):
```
! wB97M-V def2-TZVPD RIJCOSX def2/J DEFGRID3
* xyz 1 5
Rh -0.505 0.039 0.377
C -0.851 -2.445 2.231
N -1.207 -2.144 0.834
C -2.675 -2.252 0.681
C -3.399 -0.959 1.070
C -3.542 0.024 -0.091
N -2.273 0.545 -0.585
C -2.190 0.807 -1.845
C -1.143 1.549 -2.501
C -1.291 1.831 -3.852
C -0.418 2.674 -4.524
C 0.652 3.270 -3.848
C 0.885 2.970 -2.534
C 0.007 2.099 -1.795
O 0.244 1.851 -0.587
C -0.458 -3.038 -0.086
C 0.739 -2.366 -0.766
C 1.815 -1.828 0.175
N 1.334 -0.676 0.933
C 2.192 0.134 1.472
C 1.884 1.141 2.427
C 2.956 1.821 3.041
C 2.757 2.726 4.046
C 1.447 2.997 4.476
C 0.374 2.365 3.908
C 0.534 1.419 2.859
O -0.510 0.852 2.364
H -1.162 -3.463 2.492
H -1.338 -1.739 2.902
H 0.222 -2.356 2.377
H -3.042 -3.079 1.298
H -2.908 -2.486 -0.359
H -2.871 -0.465 1.890
H -4.403 -1.203 1.418
H -4.117 0.884 0.263
H -4.111 -0.439 -0.907
H -3.019 0.507 -2.492
H -2.134 1.403 -4.382
H -0.578 2.884 -5.572
H 1.308 3.949 -4.375
H 1.719 3.397 -1.994
H -1.126 -3.385 -0.874
H -0.119 -3.924 0.461
H 0.383 -1.539 -1.395
H 1.195 -3.092 -1.443
H 2.699 -1.565 -0.413
H 2.110 -2.617 0.878
H 3.253 0.010 1.230
H 3.967 1.601 2.712
H 3.596 3.223 4.513
H 1.284 3.720 5.266
H -0.637 2.578 4.230
C 7.281 -0.471 -3.186
C 6.000 -0.211 -3.902
C 5.864 -0.133 -5.257
C 4.583 0.126 -5.789
N 3.519 0.270 -5.018
C 3.635 0.179 -3.687
S 2.339 0.342 -2.636
N 4.888 -0.046 -3.149
C 4.370 0.242 -7.260
H 8.107 -0.542 -3.888
H 7.216 -1.406 -2.626
H 7.492 0.330 -2.475
H 6.719 -0.263 -5.904
H 4.951 -0.072 -2.142
H 5.302 0.143 -7.812
H 3.908 1.202 -7.490
H 3.673 -0.530 -7.586
*
```

Summary:
Relative energy (zero: lowest compared OMol25 entry of this formula, charge and spin) ... 23.4 kcal/mol
HOMO-LUMO gap (alpha / beta) ... 6.80 / 4.94 eV
E_tot ... -53916.0149 eV
⟨S²⟩ ... 6.066



This record from the Open Molecules 2025 dataset describes a 2-piece molecular cluster, C27H33NO3 overall. The level of theory is wB97M-V/def2-TZVPD.

Structure (ORCA input):
```
! wB97M-V def2-TZVPD RIJCOSX def2/J DEFGRID3
* xyz 0 1
C 0.904 -5.333 -3.274
C 0.015 -4.744 -2.208
O -0.470 -3.488 -2.721
C -1.380 -2.915 -1.889
C -1.912 -1.663 -2.473
C -1.866 -1.599 -3.945
C -2.950 -0.998 -1.722
C -3.947 -0.126 -2.473
O -3.083 -1.106 -0.504
O -1.700 -3.471 -0.847
H 1.447 -6.188 -2.867
H 0.298 -5.690 -4.114
H 1.633 -4.605 -3.649
H -0.837 -5.409 -1.989
H 0.575 -4.557 -1.279
H -1.098 -2.294 -4.295
H -2.820 -1.909 -4.407
H -1.639 -0.581 -4.274
H -3.730 -0.005 -3.537
H -4.948 -0.569 -2.375
H -3.984 0.860 -1.996
C 0.962 4.230 3.372
C -0.382 4.049 2.672
C -1.494 4.562 3.597
C -0.462 4.808 1.350
C -0.567 2.560 2.404
N -1.554 1.873 3.006
C -1.580 0.546 2.589
C -0.506 0.362 1.701
C -0.334 -0.891 1.121
C -1.211 -1.911 1.494
C -2.304 -1.691 2.343
C -2.503 -0.436 2.923
C 0.164 1.661 1.552
C 1.223 1.962 0.689
C 2.240 1.080 0.184
C 2.771 -0.013 0.927
C 3.714 -0.865 0.361
C 4.094 -0.729 -0.983
C 4.936 -1.783 -1.648
C 3.672 0.409 -1.688
C 2.803 1.318 -1.102
H 1.786 3.824 2.776
H 1.150 5.293 3.575
H 0.943 3.696 4.332
H -2.490 4.445 3.149
H -1.468 4.075 4.580
H -1.343 5.636 3.768
H -1.420 4.598 0.855
H -0.409 5.890 1.529
H 0.340 4.543 0.659
H -2.218 2.235 3.686
H 0.439 -1.052 0.376
H -1.072 -2.902 1.085
H -2.997 -2.505 2.531
H -3.326 -0.218 3.607
H 1.327 3.007 0.400
H 2.439 -0.157 1.956
H 4.137 -1.679 0.953
H 5.240 -1.463 -2.651
H 5.847 -1.985 -1.072
H 4.407 -2.743 -1.752
H 4.012 0.544 -2.717
H 2.491 2.208 -1.653
*
```

Summary:
Relative energy (zero: lowest compared OMol25 entry of this formula, charge and spin) ... 51.5 kcal/mol
HOMO-LUMO gap ... 2.95 eV
E_tot ... -36164.6497 eV



This record from the Open Molecules 2025 dataset describes C27H34CsN3OP as an isolated structure. The level of theory is wB97M-V/def2-TZVPD.

Structure (ORCA input):
```
! wB97M-V def2-TZVPD RIJCOSX def2/J DEFGRID3
* xyz 1 1
Cs -0.780 -1.694 0.098
C 2.780 -3.881 -1.026
C 3.520 -2.597 -1.381
C 4.613 -2.293 -0.361
C 2.526 -1.440 -1.506
C 3.115 -0.118 -2.022
O 2.852 0.833 -0.955
C 2.185 0.153 -0.005
N 1.962 -1.085 -0.185
C 1.833 0.954 1.207
C 2.770 0.960 2.233
C 2.563 1.730 3.368
C 1.415 2.498 3.470
C 0.476 2.494 2.446
C 0.663 1.727 1.299
P -0.612 1.607 -0.034
C -1.895 2.776 0.515
C -2.006 4.078 0.038
C -3.022 4.909 0.497
C -3.928 4.449 1.440
C -3.835 3.145 1.913
C -2.831 2.314 1.441
C 0.211 2.431 -1.438
C -0.093 1.988 -2.723
C 0.509 2.566 -3.835
C 1.431 3.588 -3.664
C 1.748 4.033 -2.385
C 1.141 3.458 -1.281
H 3.454 -4.737 -0.976
H 2.005 -4.114 -1.762
H 2.305 -3.782 -0.045
H 3.981 -2.721 -2.366
H 4.184 -2.207 0.639
H 5.148 -1.365 -0.577
H 5.355 -3.092 -0.336
H 1.707 -1.769 -2.160
H 2.640 0.261 -2.923
H 4.192 -0.160 -2.170
H 3.667 0.361 2.134
H 3.297 1.731 4.163
H 1.247 3.109 4.347
H -0.417 3.098 2.546
H -1.304 4.450 -0.697
H -3.102 5.918 0.113
H -4.711 5.102 1.804
H -4.548 2.777 2.640
H -2.771 1.295 1.810
H -0.811 1.187 -2.861
H 0.259 2.221 -4.830
H 1.904 4.041 -4.526
H 2.473 4.826 -2.250
H 1.406 3.798 -0.286
N -3.949 -2.310 0.057
C -4.337 -3.098 1.243
C -3.981 -4.574 1.115
C -2.509 -4.949 1.214
N -1.740 -4.571 0.010
H -4.350 -1.379 0.129
H -4.378 -2.716 -0.768
H -5.405 -3.010 1.455
H -3.817 -2.683 2.113
H -4.396 -4.970 0.180
H -4.509 -5.108 1.908
H -2.426 -6.019 1.421
H -2.069 -4.438 2.077
H -2.183 -4.983 -0.805
H -0.821 -5.004 0.053
*
```

Summary:
HOMO-LUMO gap ... 8.58 eV
E_tot ... -44901.5398 eV



This record from the Open Molecules 2025 dataset describes C27H34F3N6O2PtSSi as an isolated structure. The level of theory is wB97M-V/def2-TZVPD.

Structure (ORCA input):
```
! wB97M-V def2-TZVPD RIJCOSX def2/J DEFGRID3
* xyz -1 1
Pt -0.150 -1.641 -0.235
C 1.589 -0.374 5.232
Si 0.091 -1.372 4.708
C -1.449 -0.511 5.348
C 0.200 -3.062 5.517
C 0.024 -1.522 2.920
C -0.021 -1.560 1.701
H 1.660 -0.288 6.319
H 1.544 0.631 4.806
H 2.502 -0.847 4.863
H -1.439 -0.416 6.437
H -2.341 -1.071 5.059
H -1.529 0.487 4.913
H 0.284 -2.980 6.604
H 1.072 -3.603 5.144
H -0.684 -3.659 5.282
N -2.162 0.077 -4.911
C -1.244 -0.768 -4.313
C -1.197 -0.879 -2.914
N -0.317 -1.673 -2.339
C 0.506 -2.404 -3.106
C 0.414 -2.301 -4.476
N -0.443 -1.480 -5.086
H -2.411 0.888 -4.368
H -1.928 0.293 -5.868
H -1.842 -0.303 -2.261
H 1.212 -3.042 -2.598
H 1.065 -2.891 -5.109
F 8.929 0.491 -2.133
C 8.381 0.738 -0.927
F 9.147 0.094 -0.016
F 8.562 2.057 -0.687
C 6.944 0.335 -0.847
C 6.269 0.486 0.361
C 4.942 0.123 0.464
C 4.249 -0.407 -0.636
C 4.943 -0.538 -1.845
C 6.275 -0.174 -1.950
C 2.886 -0.801 -0.512
C 1.714 -1.102 -0.397
H 6.786 0.890 1.222
H 4.411 0.239 1.399
H 4.417 -0.931 -2.705
H 6.793 -0.288 -2.893
O -1.366 -4.590 -0.597
C -2.251 -3.805 -0.337
C -3.719 -4.201 -0.189
C -4.431 -2.873 0.000
C -3.297 -1.858 0.068
O -3.515 -0.668 0.274
N -2.098 -2.446 -0.143
H -3.804 -4.875 0.663
H -4.028 -4.753 -1.076
H -5.036 -2.794 0.902
H -5.067 -2.605 -0.845
C -0.970 4.338 -3.067
C -0.944 4.658 -1.578
N -1.978 3.970 -0.823
C -1.877 2.642 -0.506
S -0.465 1.751 -0.628
N -2.995 2.060 -0.049
C -4.273 2.691 0.200
C -4.277 3.601 1.425
H -0.150 4.839 -3.585
H -1.909 4.662 -3.523
H -0.853 3.263 -3.209
H -1.082 5.729 -1.412
H 0.015 4.368 -1.152
H -2.914 4.316 -0.967
H -2.940 1.052 0.109
H -4.974 1.871 0.349
H -4.624 3.235 -0.689
H -4.138 3.009 2.329
H -5.226 4.136 1.505
H -3.472 4.334 1.381
*
```

Summary:
Relative energy (zero: lowest compared OMol25 entry of this formula, charge and spin) ... 0.0 kcal/mol
HOMO-LUMO gap ... 7.27 eV
E_tot ... -71702.6161 eV



This record from the Open Molecules 2025 dataset describes a 4-piece molecular cluster, C27H34FN6 overall. The level of theory is wB97M-V/def2-TZVPD.

Structure (ORCA input):
```
! wB97M-V def2-TZVPD RIJCOSX def2/J DEFGRID3
* xyz 1 1
N 0.163 0.239 1.246
C 1.538 0.011 1.291
N 2.243 -0.405 0.193
C 1.542 -0.139 -1.099
C 2.543 0.216 -2.234
C 3.462 1.369 -1.823
C 2.927 2.455 -1.156
C 3.754 3.475 -0.759
C 5.093 3.415 -1.041
C 5.613 2.345 -1.726
C 4.797 1.318 -2.125
N 2.162 0.219 2.425
C 3.600 -0.003 2.685
C 4.553 1.080 2.115
C 5.691 0.356 1.386
F 5.221 -0.313 0.275
H -0.262 -0.676 1.453
H -0.127 0.827 2.023
H 2.336 -1.421 0.237
H 0.853 0.697 -1.045
H 0.970 -1.008 -1.434
H 1.933 0.533 -3.081
H 3.150 -0.637 -2.547
H 1.863 2.483 -0.946
H 3.312 4.308 -0.221
H 5.756 4.215 -0.726
H 6.679 2.316 -1.928
H 5.219 0.475 -2.661
H 1.615 0.550 3.208
H 3.707 -0.033 3.769
H 3.878 -0.975 2.279
H 5.029 1.583 2.962
H 4.054 1.822 1.488
H 6.056 -0.417 2.076
H 6.522 1.025 1.154
N -1.362 -1.476 3.435
C -2.503 -0.881 3.795
C -3.223 -1.223 4.927
C -2.738 -2.242 5.731
C -1.558 -2.874 5.375
C -0.911 -2.455 4.225
H -2.848 -0.093 3.135
H -4.140 -0.706 5.170
H -3.273 -2.539 6.623
H -1.148 -3.673 5.975
H 0.017 -2.920 3.910
N -0.238 -0.374 -3.773
C -0.313 -1.044 -4.925
C -1.502 -1.324 -5.581
C -2.686 -0.888 -5.010
C -2.634 -0.193 -3.813
C -1.393 0.036 -3.242
H 0.637 -1.368 -5.337
H -1.498 -1.869 -6.514
H -3.635 -1.087 -5.489
H -3.537 0.164 -3.334
H -1.309 0.580 -2.305
N -6.114 0.177 -2.126
C -7.266 0.744 -1.767
C -7.966 0.403 -0.619
C -7.443 -0.584 0.200
C -6.247 -1.186 -0.156
C -5.627 -0.768 -1.323
H -7.639 1.508 -2.440
H -8.896 0.898 -0.377
H -7.960 -0.880 1.104
H -5.805 -1.961 0.455
H -4.687 -1.208 -1.643
*
```

Summary:
HOMO-LUMO gap ... 8.53 eV
E_tot ... -40202.3994 eV



This record from the Open Molecules 2025 dataset describes C27H34MnN5O3P2S3 as an isolated structure. The level of theory is wB97M-V/def2-TZVPD.

Structure (ORCA input):
```
! wB97M-V def2-TZVPD RIJCOSX def2/J DEFGRID3
* xyz 1 4
Mn -1.016 0.216 0.586
N 5.919 -0.047 -0.728
C 5.240 1.018 -0.277
S 5.931 2.454 0.105
C 3.769 0.798 -0.084
C 3.266 -0.435 0.328
C 1.914 -0.580 0.540
N 1.050 0.421 0.359
C 1.525 1.611 -0.052
C 2.865 1.833 -0.279
H 6.912 0.045 -0.863
H 5.469 -0.888 -1.045
H 3.918 -1.279 0.517
H 1.497 -1.532 0.840
H 0.802 2.403 -0.197
H 3.210 2.805 -0.599
C -2.931 0.541 -2.519
P -1.211 0.596 -1.944
C -0.474 -0.881 -2.753
C -1.256 -1.737 -3.525
C -0.709 -2.880 -4.100
C 0.626 -3.190 -3.912
C 1.418 -2.347 -3.142
C 0.872 -1.211 -2.566
C -0.515 2.026 -2.860
C 0.758 1.987 -3.437
C 1.245 3.074 -4.147
C 0.473 4.217 -4.294
C -0.792 4.267 -3.726
C -1.282 3.186 -3.008
H -3.412 -0.370 -2.171
H -2.929 0.583 -3.607
H -3.471 1.395 -2.120
H -2.304 -1.529 -3.695
H -1.340 -3.532 -4.695
H 1.047 -4.084 -4.356
H 2.469 -2.571 -2.995
H 1.512 -0.574 -1.975
H 1.373 1.106 -3.368
H 2.227 3.020 -4.599
H 0.855 5.064 -4.850
H -1.407 5.151 -3.836
H -2.264 3.258 -2.562
O -2.712 2.916 -0.437
S -2.572 2.377 0.884
O -3.137 3.104 1.969
O -1.087 2.022 1.139
S -3.230 0.407 0.840
N -0.950 -1.579 0.207
C -0.911 -2.743 -0.016
N -0.898 -3.925 -0.314
C -0.491 -5.092 0.157
N -0.126 -6.123 0.532
C 1.137 -0.139 4.976
C 0.805 0.239 3.529
P -0.863 -0.247 2.943
C -1.960 0.704 4.056
C -3.291 0.059 4.450
C -1.035 -2.005 3.396
C -2.299 -2.737 2.903
H 2.157 0.173 5.198
H 1.082 -1.217 5.136
H 0.486 0.348 5.700
H 1.538 -0.211 2.870
H 0.865 1.319 3.376
H -2.118 1.683 3.614
H -1.363 0.858 4.952
H -3.896 -0.212 3.589
H -3.863 0.772 5.043
H -3.138 -0.832 5.061
H -0.983 -2.030 4.485
H -0.131 -2.493 3.023
H -3.069 -2.748 3.672
H -2.063 -3.773 2.660
H -2.730 -2.281 2.017
*
```

Summary:
Relative energy (zero: lowest compared OMol25 entry of this formula, charge and spin) ... 7.3 kcal/mol
HOMO-LUMO gap (alpha / beta) ... 6.16 / 7.03 eV
E_tot ... -124542.6229 eV
⟨S²⟩ ... 3.942